Record 1
{
  "formula": "C2H2N2O3S",
  "method": "the ωB97M-V functional and the def2-TZVPD basis",
  "relative_energy_kcal_mol": 139.3,
  "largest_force_ha_per_bohr": 0.09076,
  "e_tot_ev": -22058.360,
  "lumo_energy_ha": [-0.1017, -0.1017],
  "e_homo_ev": [-10.145, -10.142],
  "spin_multiplicity": 1,
  "symbols": ["S", "O", "O", "O", "N", "N", "C", "C", "H", "H"],
  "coordinates": [[0.5875, 1.9601, 0.6244], [-0.1013, 0.1443, -2.1130], [-0.6139, -0.8920, 1.0448], [-1.8460, 0.0410, -0.8748], [-0.6933, -0.0058, -1.0663], [2.5331, -1.1727, -0.0945], [0.1142, -0.4119, 0.0169], [1.4010, -0.8929, -0.2203], [-1.4926, -0.4262, 0.8470], [0.1114, 1.6563, 1.8358]]
}

---

Record 2
{
  "formula": "C14H22ClMnO2P",
  "method": "the ωB97M-V functional and the def2-TZVPD basis",
  "largest_force_ha_per_bohr": 0.10130,
  "e_tot_ev": -72081.993,
  "total_charge": 2,
  "lumo_energy_ha": [-0.3657, -0.3642],
  "e_homo_ev": [-15.741, -16.117],
  "spin_multiplicity": 4,
  "symbols": ["Mn", "Cl", "P", "O", "O", "C", "C", "C", "C", "C", "C", "C", "C", "C", "C", "C", "C", "C", "C", "H", "H", "H", "H", "H", "H", "H", "H", "H", "H", "H", "H", "H", "H", "H", "H", "H", "H", "H", "H", "H", "H"],
  "coordinates": [[-0.1631, 1.6046, -0.9203], [1.6751, 1.8311, 1.1633], [-0.2082, -0.4866, 0.7590], [-1.7306, 2.8123, 1.5031], [-2.9639, 0.4703, -1.6667], [-1.9148, 0.8714, -1.3962], [-2.5178, -1.7611, 2.0684], [0.6006, -1.3985, 2.1829], [2.9660, 0.7271, -1.9771], [0.5328, -0.6264, 3.4670], [-0.0722, -3.2009, -0.3586], [-1.9836, -0.5050, 1.4850], [1.7662, 1.6057, -2.2057], [0.2323, -1.7605, -0.6272], [0.3343, 3.4347, -2.1664], [0.5956, 1.2679, -3.0010], [-0.2890, 2.3903, -2.9757], [1.5613, 2.9201, -1.6599], [-1.1807, 2.3533, 0.6015], [-2.5902, -2.5105, 1.3063], [0.5118, 0.3628, -3.6562], [-3.5121, -1.5326, 2.4081], [-1.9437, -2.1107, 2.9060], [2.6475, -0.3270, -1.9605], [1.0679, -1.1828, 4.2182], [1.3228, -1.5952, -0.7784], [1.6330, -1.5812, 1.8659], [3.3923, 0.9927, -0.9983], [-0.4821, -0.4850, 3.8060], [-1.1860, 2.5428, -3.6314], [-0.2408, -1.3851, -1.5460], [-2.6333, -0.0885, 0.6975], [0.2271, -3.7654, -1.2253], [-1.1257, -3.3338, -0.2130], [2.3009, 3.4525, -1.0220], [-0.0622, 4.4732, -2.0223], [-1.9102, 0.3097, 2.2278], [1.0101, 0.3279, 3.3311], [0.1367, -2.3936, 2.2867], [0.4717, -3.5797, 0.4901], [3.7240, 0.8595, -2.7656]]
}

---

Record 3
{
  "formula": "C2H4NOP",
  "method": "the ωB97M-V functional and the def2-TZVPD basis",
  "relative_energy_kcal_mol": 69.4,
  "largest_force_ha_per_bohr": 0.06569,
  "e_tot_ev": -14961.637,
  "lumo_energy_ha": [-0.0015, 0.0144],
  "e_homo_ev": [-6.811, -7.052],
  "spin_multiplicity": 1,
  "symbols": ["P", "O", "N", "C", "C", "H", "H", "H", "H"],
  "coordinates": [[1.1747, 0.0573, 1.6908], [0.6309, 1.5137, 2.2308], [0.0178, 0.0112, 0.4311], [-0.0241, -0.5575, -0.7455], [-0.6808, -1.1941, -1.6932], [0.9327, 2.3318, 1.6535], [-1.4001, -1.9369, -1.4263], [-0.2295, -1.1824, -2.6098], [-0.4214, 0.9569, 0.4686]]
}

---

Record 4
{
  "formula": "C5H8IN",
  "method": "the ωB97M-V functional and the def2-TZVPD basis",
  "relative_energy_kcal_mol": 69.2,
  "largest_force_ha_per_bohr": 0.08766,
  "e_tot_ev": -14901.301,
  "smiles": "C[C@H]1C[C@@]12CN2I",
  "lumo_energy_ha": -0.0038,
  "e_homo_ev": -8.393,
  "spin_multiplicity": 1,
  "symbols": ["I", "N", "C", "C", "C", "C", "C", "H", "H", "H", "H", "H", "H", "H", "H"],
  "coordinates": [[3.3974, 0.2643, -0.0938], [1.7246, -0.9802, 0.1828], [-0.6211, -0.3609, 1.4152], [-1.2327, 1.2203, -0.6153], [1.0062, -1.4903, -0.9801], [0.4752, -0.4084, 0.4492], [-0.3008, 0.8266, 0.5046], [-1.7479, 0.3421, -0.9984], [-0.3991, -0.3019, 2.4725], [0.8940, -0.9221, -1.8838], [-1.9698, 1.9385, -0.2604], [0.2033, 1.6686, 0.9730], [0.7475, -2.5288, -0.9312], [-1.5056, -0.9444, 1.1963], [-0.6712, 1.6765, -1.4306]]
}